C2H6NO3 | wB97M-V/def2-TZVPD

Last column: Mulliken charge in e.
Atoms and positions in Å:
O -0.890 -0.243 1.519  -0.691
C 0.129 -0.097 0.817  -0.066
N 0.438 -0.560 -0.346  -0.065
C 1.847 -0.436 -1.028  -0.258
O 2.830 -0.620 -0.200  -0.778
H 1.046 0.298 1.373  0.309
H -0.363 -1.074 -0.818  0.241
H 1.903 0.534 -1.555  0.188
H 1.711 -1.273 -1.879  0.117
H -2.407 1.618 1.029  0.327
H -3.048 0.434 0.524  0.337
O -3.197 1.418 0.564  -0.661

Summary:
Electronic energy ... -9804.1485 eV
Energy relative to the best compared isomer or geometry (same formula, charge and spin) ... 198.0 kJ/mol
Net charge ... -1